# 1
Below is a cluster of 10 separate species, C29H59BrCl18I2N2O4P2S3 in total, with properties calculated with wB97M-V/def2-TZVPD.

XYZ file:
```
120
Properties=species:S:1:pos:R:3:forces:R:3
C 0.6895 -4.0873 0.2301 0.253 0.162 -0.193
C -0.7015 -4.6057 -0.5396 1.625 -0.265 2.062
N -1.0751 -3.4991 -1.4993 -1.607 -1.272 -3.343
C -2.4921 -3.0081 -1.3198 -1.620 -0.351 1.495
C -2.7406 -2.2819 0.1669 -0.329 0.372 -1.282
C -0.7244 -3.8110 -2.9346 2.286 -0.110 1.759
S 0.8467 -4.4773 -3.2473 -3.026 1.017 0.414
S -1.7908 -3.5144 -4.4475 0.587 1.445 1.471
C -1.8288 -1.6130 -4.6319 -0.234 1.400 -0.712
C -0.3568 -0.9149 -4.4518 0.760 -0.665 -0.740
C 0.0375 -0.5019 -2.9164 -0.128 0.094 0.343
C 0.1154 1.1530 -2.6717 -1.343 -3.013 -1.405
I -0.1568 1.3556 -0.4643 0.515 0.117 -1.099
O -1.0001 1.7052 -3.4463 2.245 0.806 2.351
C -1.2941 3.1039 -3.1437 -1.372 1.420 -2.011
C -2.8778 3.2717 -2.6332 1.372 0.568 1.797
N -3.0104 3.3252 -1.1235 0.071 -1.157 -0.971
Br -4.0888 1.8428 -3.4244 1.064 1.236 0.671
P -3.4427 5.0079 -3.2771 -2.082 0.116 -1.817
O -5.2142 5.0906 -3.1771 2.971 -2.381 2.047
I -2.5830 6.6494 -1.6495 -0.129 -0.418 0.148
P 1.8606 1.6580 -3.2629 2.960 0.326 0.156
O 2.3737 0.7851 -4.7225 -0.820 -0.518 4.441
O 2.9805 1.0954 -2.0033 -2.328 1.420 -1.544
S 2.1651 3.5673 -3.4376 -0.507 -0.858 -0.158
H 1.1359 -4.9149 0.9444 -1.101 1.845 -1.423
H 0.4315 -3.0789 0.8132 0.461 -2.352 -1.050
H 1.5441 -3.7967 -0.5278 -1.970 -0.729 1.297
H -1.4854 -4.7637 0.3447 1.316 0.721 -2.197
H -0.5755 -5.6676 -1.0347 -0.083 2.365 0.658
H -3.1876 -3.9765 -1.3360 1.105 2.231 -0.254
H -2.8497 -2.2125 -2.1043 1.108 -1.882 1.276
H -1.8073 -1.6120 0.4044 -1.828 -1.389 -0.188
H -3.0183 -3.0499 1.0049 0.810 1.554 -1.580
H -3.6752 -1.5654 -0.0094 1.998 -1.531 0.581
H -2.1574 -1.4293 -5.7641 0.671 -0.690 2.452
H -2.6867 -1.1179 -3.9824 1.968 -1.008 -1.152
H -0.2461 -0.0294 -5.2392 -0.377 -1.747 2.012
H 0.4527 -1.7218 -4.7967 -1.840 1.649 0.697
H 1.0967 -0.9504 -2.6072 -2.286 0.896 -0.593
H -0.7513 -0.9406 -2.1528 1.659 0.913 -1.666
H -0.5395 3.6535 -2.4434 -1.474 -1.289 -1.026
H -1.2604 3.6901 -4.1836 0.104 -1.379 2.233
H -3.1734 2.3605 -0.7538 0.600 1.225 -0.282
H -2.1347 3.7566 -0.7282 -1.223 -0.895 -0.422
H -5.4183 4.3490 -2.5046 -0.064 1.620 -1.233
H 2.6555 -0.1299 -4.3723 -0.500 1.668 -0.933
H 3.0501 1.9015 -1.3990 -0.109 -1.381 -1.176
Cl -3.1982 4.2880 3.9967 0.001 -0.085 0.000
C -2.0155 5.5960 3.7439 0.261 0.213 -0.102
C -1.5881 5.7104 2.2891 -0.309 0.337 0.181
Cl -0.6085 4.3184 1.7648 -0.012 -0.058 -0.087
H -1.1608 5.4134 4.4021 -0.256 -0.029 -0.254
H -2.4987 6.5245 4.0629 0.077 -0.134 -0.127
H -0.9690 6.6018 2.1526 -0.054 -0.154 0.101
H -2.4512 5.7891 1.6201 0.179 -0.129 0.151
Cl 0.2599 6.4402 6.3175 0.085 0.140 0.067
C 0.5756 5.1870 7.5436 0.078 -0.343 0.291
C -0.6212 4.9596 8.4537 0.133 -0.204 -0.236
Cl -0.9268 6.3512 9.5225 -0.010 0.077 0.004
H 1.4633 5.4825 8.1110 -0.256 0.073 -0.093
H 0.8094 4.2661 7.0008 -0.156 0.163 0.106
H -0.4370 4.0978 9.1017 0.052 0.213 -0.192
H -1.5333 4.7659 7.8798 0.248 0.084 0.113
Cl 0.1131 5.7461 -4.9586 0.025 0.153 -0.104
C -0.9948 6.8837 -5.7660 -0.222 0.241 -0.171
C -0.8738 6.8259 -7.2807 -0.330 -0.156 0.168
Cl 0.6843 7.4695 -7.8556 0.108 -0.009 -0.055
H -0.7893 7.8879 -5.3831 0.060 -0.217 -0.117
H -2.0088 6.6050 -5.4638 0.129 -0.028 -0.110
H -1.6566 7.4365 -7.7397 0.109 -0.046 0.149
H -0.9766 5.8020 -7.6548 0.093 0.266 0.195
Cl 3.2374 -7.1006 2.8450 -0.025 0.022 -0.052
C 2.3689 -6.1176 4.0504 -0.119 0.151 0.286
C 0.9347 -6.5834 4.2455 0.187 -0.088 0.283
Cl -0.0769 -6.2623 2.8152 -0.094 -0.137 0.107
H 2.4134 -5.0717 3.7319 -0.070 -0.251 -0.033
H 2.9207 -6.2109 4.9907 -0.121 -0.062 -0.128
H 0.4795 -6.0450 5.0818 0.137 -0.018 -0.146
H 0.8847 -7.6554 4.4625 0.072 0.244 -0.147
Cl -1.8154 3.6910 -8.9927 -0.092 -0.127 -0.020
C -0.6480 3.9552 -10.3122 0.261 0.119 -0.249
C -1.3114 4.5077 -11.5639 0.184 0.196 0.125
Cl -2.3762 3.3119 -12.3439 -0.036 -0.002 0.029
H -0.1389 3.0072 -10.5106 -0.222 0.167 0.023
H 0.0936 4.6684 -9.9395 -0.145 -0.035 -0.091
H -0.5489 4.7794 -12.2996 -0.058 -0.098 0.170
H -1.9068 5.4000 -11.3445 0.091 -0.271 0.022
Cl -0.9041 2.1153 6.3244 -0.059 0.009 -0.024
C -0.5885 0.8621 7.5505 0.045 -0.252 0.190
C -1.7852 0.6347 8.4606 0.054 -0.269 -0.182
Cl -2.0909 2.0262 9.5294 -0.090 -0.077 0.013
H 0.2992 1.1575 8.1179 -0.239 0.001 -0.067
H -0.3546 -0.0589 7.0077 -0.118 0.136 0.100
H -1.6010 -0.2271 9.1086 0.062 0.152 -0.113
H -2.6974 0.4410 7.8867 0.237 0.154 0.086
Cl 5.8688 -9.6115 5.2393 -0.043 0.025 0.025
C 6.7479 -8.2557 4.4893 0.175 0.232 -0.141
C 7.2816 -7.2757 5.5222 0.225 -0.206 -0.269
Cl 5.9759 -6.3731 6.3300 -0.057 -0.016 0.073
H 6.0752 -7.7660 3.7787 0.051 -0.080 0.244
H 7.5792 -8.6912 3.9265 -0.077 0.094 0.174
H 7.9233 -6.5355 5.0356 -0.139 -0.141 0.049
H 7.8705 -7.7832 6.2932 -0.222 0.092 -0.172
Cl 9.5750 -5.5498 7.5668 0.033 0.074 0.034
C 9.8906 -6.8030 8.7929 0.038 -0.263 0.206
C 8.6939 -7.0304 9.7030 0.035 -0.232 -0.156
Cl 8.3882 -5.6389 10.7718 -0.007 0.012 -0.049
H 10.7783 -6.5076 9.3603 -0.255 0.024 -0.096
H 10.1245 -7.7240 8.2501 -0.110 0.111 0.106
H 8.8781 -7.8922 10.3510 0.067 0.145 -0.120
H 7.7817 -7.2241 9.1291 0.204 0.153 0.071
Cl -5.8126 -0.9688 -5.0516 0.097 -0.004 0.042
C -6.9205 0.1689 -5.8590 -0.285 0.214 -0.179
C -6.7995 0.1111 -7.3736 -0.214 -0.094 0.075
Cl -5.2415 0.7546 -7.9486 0.028 -0.032 0.036
H -6.7150 1.1731 -5.4761 0.069 -0.209 -0.134
H -7.9346 -0.1098 -5.5567 0.169 -0.008 -0.114
H -7.5824 0.7217 -7.8327 0.113 -0.048 0.163
H -6.9024 -0.9128 -7.7477 0.101 0.214 0.161
```
Positions in Å, forces in eV/Å.

Values from the calculation:
- LUMO energy: -0.0252 hartree
- DFT total energy: -404929.1390 eV
- Orbital gap: 7.562 eV
- HOMO: -8.25 eV

---

# 2
Below is a cluster of 10 separate species, C29H60BCl8F4NO12 in total, with properties calculated with wB97M-V/def2-TZVPD.

XYZ file:
```
115
Properties=species:S:1:pos:R:3:forces:R:3
C -1.7277 -27.8409 13.3215 -0.827 -0.671 -0.031
C -1.6522 -28.3614 14.7883 0.690 0.531 0.769
C -1.2439 -29.8406 14.9192 0.173 -0.935 0.573
N -1.0195 -30.4879 16.3791 1.482 -0.606 0.450
C -2.2103 -30.0858 17.3403 1.488 -1.754 -0.156
C -2.1564 -30.9081 18.7018 1.430 1.609 -1.210
C -2.0163 -32.3885 18.4470 0.239 -0.113 -0.802
C -0.7714 -32.7672 17.5887 -0.788 1.297 1.741
C -0.8090 -32.0333 16.3104 -2.100 0.306 -1.846
C 0.3976 -30.0852 16.8970 -1.519 1.896 -0.702
H -2.4278 -28.4593 12.7597 -0.112 -0.376 0.040
H -0.8465 -27.8237 12.6802 0.436 -0.068 0.659
H -2.2065 -26.8651 13.2404 0.278 0.217 0.478
H -2.5989 -28.1674 15.2925 -0.467 -0.413 -0.400
H -1.0320 -27.7325 15.4269 0.674 0.114 -0.307
H -0.3140 -30.1092 14.4179 0.152 0.380 -0.059
H -2.0077 -30.4128 14.3927 -0.153 -0.490 0.476
H -3.0603 -30.3995 16.7343 -0.281 0.300 0.165
H -2.1196 -29.0061 17.4595 -0.190 -0.097 0.116
H -2.9847 -30.5787 19.3291 -0.180 -0.323 -0.137
H -1.2482 -30.5672 19.1988 0.056 0.210 0.332
H -2.8777 -32.5961 17.8123 -0.265 -0.881 0.265
H -1.9741 -32.9885 19.3560 -0.456 0.120 0.076
H -0.8283 -33.8419 17.4157 0.314 0.005 -0.303
H 0.1579 -32.4990 18.0912 -0.013 -0.466 0.405
H -1.6920 -32.3859 15.7774 -0.037 -0.109 -0.374
H 0.0611 -32.3185 15.7190 0.215 0.705 -0.436
H 0.2973 -29.0002 16.9283 0.635 0.001 0.408
H 1.1488 -30.3360 16.1480 -0.264 -0.245 -0.031
H 0.6549 -30.4898 17.8759 -0.457 -0.023 -0.275
B -0.7948 -26.0933 18.1008 -0.731 0.469 0.423
F -2.2010 -26.0795 18.0149 -0.548 0.148 0.034
F -0.3835 -25.4146 19.2410 0.141 0.688 0.535
F -0.3893 -27.3888 18.2284 0.473 -1.975 0.084
F -0.2632 -25.5482 16.9653 0.616 0.657 -0.980
C 0.1279 -22.4264 17.6279 -0.021 -0.575 0.361
Cl -0.0813 -21.4714 16.1743 -0.110 0.042 -0.324
Cl 0.6230 -21.4220 18.9849 0.277 0.336 0.458
H -0.8164 -22.8729 17.9393 0.207 -0.047 -0.363
H 0.9047 -23.1753 17.4733 -0.272 0.107 -0.125
C 0.6963 -28.4845 20.7600 -0.127 0.267 -0.608
Cl 1.6643 -29.8791 20.2919 0.098 -0.359 -0.418
Cl 0.7687 -28.3275 22.4801 -0.031 0.324 1.259
H 1.1176 -27.5960 20.2896 -0.219 -0.177 0.043
H -0.3509 -28.6243 20.4918 0.333 -0.058 -0.196
C -3.2881 -27.5291 20.6973 -0.549 -0.187 0.183
Cl -5.0188 -27.7240 20.2742 0.397 0.122 -0.116
Cl -2.7920 -28.9042 21.7370 0.088 0.371 -0.162
H -2.6931 -27.5126 19.7841 -0.112 0.021 0.197
H -3.2187 -26.6071 21.2745 0.167 -0.171 -0.149
C -4.1638 -23.4831 19.0623 0.365 0.624 -0.002
Cl -3.1954 -21.9856 18.6982 -0.343 -0.587 0.258
Cl -5.1001 -23.9452 17.6530 -0.223 -0.203 -0.089
H -3.4702 -24.2907 19.2961 -0.103 0.238 0.050
H -4.8533 -23.2216 19.8649 0.330 -0.191 -0.080
C -6.2097 -21.6773 15.0095 0.167 0.122 -0.703
C -4.8578 -21.0769 15.2401 0.737 0.259 0.108
O -3.8660 -22.1328 15.1488 1.044 0.345 -1.348
C -3.1282 -22.3096 13.9790 -0.743 -0.559 0.163
O -3.1552 -21.6420 12.9529 0.000 -1.074 2.375
O -2.4008 -23.4653 14.0763 -0.529 2.021 -1.368
C -2.3150 -24.2894 15.2120 -0.072 -0.838 0.680
H -6.9672 -20.9730 15.3532 -0.210 -0.229 -0.060
H -6.2977 -22.6588 15.4753 -0.115 0.263 0.162
H -6.2595 -21.7998 13.9275 -0.564 -0.190 -0.046
H -4.7847 -20.5850 16.2100 0.327 -0.594 0.321
H -4.6433 -20.2678 14.5419 0.103 -0.275 -0.379
H -1.5893 -25.0611 14.9550 0.224 0.349 0.071
H -3.2277 -24.8519 15.4086 -0.337 0.409 0.042
H -2.0011 -23.7606 16.1120 -0.075 0.015 -0.162
C 3.1778 -25.3806 17.8968 0.667 0.818 -0.513
C 3.7280 -23.9092 17.8722 -0.012 -1.342 2.209
O 3.7077 -23.3035 16.6435 0.885 1.213 -4.307
C 4.7819 -23.2505 15.7437 -0.111 -0.811 0.637
O 5.9018 -23.7216 15.9013 -2.400 1.103 -0.319
O 4.2989 -22.5962 14.6320 0.311 -0.002 1.631
C 5.0766 -22.5973 13.4418 0.518 -0.864 -0.600
H 3.9126 -26.0018 17.3846 -0.233 -0.279 -0.078
H 2.1971 -25.4540 17.4266 0.094 0.178 -0.358
H 2.9934 -25.8013 18.8853 0.441 0.410 0.282
H 4.7413 -23.7971 18.2579 0.037 -0.494 0.373
H 3.0658 -23.2969 18.4843 0.063 0.111 0.136
H 5.0821 -23.6292 13.0909 0.287 -0.004 -0.232
H 6.1043 -22.2397 13.5061 -0.004 -0.098 0.729
H 4.6294 -21.9857 12.6582 -0.614 0.054 0.529
C 1.0830 -25.5469 13.8408 0.654 -0.004 0.554
C 2.5835 -25.5698 14.1525 -1.286 -0.620 1.557
O 3.3210 -26.6230 13.5527 0.660 0.297 -1.385
C 3.1231 -27.9021 13.8384 0.066 -0.086 -0.046
O 2.4156 -28.3622 14.7056 0.319 0.186 -0.475
O 3.8827 -28.6018 12.9610 0.531 1.398 1.088
C 3.8249 -30.0042 13.0918 -0.584 -0.357 0.379
H 0.8767 -25.4634 12.7737 -0.118 0.082 0.103
H 0.7222 -24.6916 14.4122 -0.243 0.308 -0.381
H 0.5686 -26.3898 14.3022 0.158 -0.213 -0.326
H 2.6838 -25.7450 15.2236 -0.097 0.306 0.167
H 3.0211 -24.5925 13.9485 0.369 -0.459 -0.500
H 4.6551 -30.4247 12.5242 -0.650 0.070 -0.723
H 2.7792 -30.1609 12.8275 0.328 -1.490 -0.393
H 4.0035 -30.4116 14.0869 -0.238 0.567 0.409
C 0.8834 -24.6105 22.1500 0.482 0.410 -0.641
C 0.1334 -23.3719 22.6343 0.577 -0.999 1.348
O -1.2336 -23.3953 22.2596 -2.197 0.000 -1.036
C -2.2202 -24.0959 22.8594 0.342 0.341 0.974
O -3.3798 -24.1642 22.4931 1.860 0.004 -0.067
O -1.7585 -24.6342 24.0290 0.013 -0.302 -0.325
C -2.5271 -25.7168 24.5865 -0.319 -0.041 -0.504
H 1.9090 -24.6537 22.5166 -0.040 0.189 0.571
H 1.0519 -24.5080 21.0780 -0.486 -0.278 -0.195
H 0.4183 -25.5710 22.3715 -0.207 0.271 0.037
H 0.5914 -22.4692 22.2300 -0.420 -0.030 -0.245
H 0.1496 -23.2863 23.7208 0.263 -0.042 0.066
H -1.9132 -26.3263 25.2496 0.341 0.400 -0.149
H -2.8512 -26.3446 23.7565 -0.216 -0.086 0.185
H -3.3896 -25.3605 25.1496 0.000 0.154 -0.177
```
Positions in Å, forces in eV/Å.

Values from the calculation:
- LUMO energy (spin up / spin down): 0.0765 / 0.0751 hartree
- DFT total energy: -168837.3844 eV
- 2S+1: 2
- Total charge: -1
- Orbital gap (spin up / spin down): 2.099 / 10.750 eV
- HOMO (spin up / spin down): -0.02 / -8.71 eV

---

no.,strongest force on any atom (Eh/bohr)
1,0.0884
2,0.0887